A molecular structure, C29H77BrInO8. Source: the OMol25 dataset; level of theory: wB97M-V/def2-TZVPD.

Each line ends with the Löwdin charge.
Element x y z (Å)
C1 -6.37006 2.58998 0.00357  -0.093
C2 -6.69203 1.10041 0.11027  -0.447
C3 -7.49395 0.85634 1.38726  -0.095
C4 -5.47416 0.17643 0.04771  -0.300
C5 -4.38889 0.52420 -0.97838  -0.356
In1 -2.91250 -1.08653 -1.24569  0.187
Br1 -3.94678 -2.97538 -2.81789  -0.189
H1 -5.97364 2.96123 0.95031  0.075
H2 -5.66577 2.80678 -0.79307  0.058
H3 -7.28587 3.14457 -0.20739  0.067
H4 -7.35612 0.84589 -0.72078  0.130
H5 -6.86942 1.01249 2.26671  0.064
H6 -7.92187 -0.14365 1.40407  0.072
H7 -8.32046 1.56870 1.45118  0.066
H8 -5.84672 -0.82159 -0.18551  0.077
H9 -5.01976 0.09329 1.03985  0.093
H10 -3.86550 1.43022 -0.66318  0.019
H11 -4.87866 0.77453 -1.92414  0.033
H12 -2.45090 -1.84837 0.26812  -0.117
H13 -1.50671 -0.49698 -2.12022  -0.129
C6 1.98129 1.33391 -5.42888  -0.068
C7 1.40446 0.77949 -4.13250  -0.500
C8 1.90638 -0.62776 -3.84973  -0.058
O1 -0.01290 0.79936 -4.15876  -0.070
H14 1.67323 0.71047 -6.27368  0.082
H15 1.60817 2.34366 -5.60886  0.064
H16 3.07322 1.36299 -5.40587  0.078
H17 1.68298 1.43117 -3.30223  0.134
H18 1.59185 -1.30884 -4.64644  0.082
H19 1.48181 -0.99394 -2.91582  0.082
H20 2.99597 -0.65409 -3.77739  0.063
H21 -0.31922 0.21575 -4.85982  0.088
C9 -0.99071 0.22505 4.34612  -0.058
C10 -2.23801 0.21068 3.47607  -0.499
C11 -3.41528 0.89100 4.15995  -0.056
O2 -2.57423 -1.12207 3.11436  -0.074
H22 -1.16888 -0.32850 5.27362  0.065
H23 -0.16257 -0.25927 3.82682  0.075
H24 -0.69134 1.24144 4.60779  0.079
H25 -2.02939 0.71592 2.53164  0.140
H26 -3.66563 0.36799 5.08821  0.079
H27 -4.29165 0.86726 3.51205  0.064
H28 -3.18817 1.93035 4.40502  0.077
H29 -2.78099 -1.60584 3.92061  0.082
C12 4.54684 -2.25365 -0.03349  -0.062
C13 4.79151 -1.35257 -1.23465  -0.505
C14 6.27908 -1.12353 -1.46344  -0.064
O3 4.11067 -0.11161 -1.08786  -0.054
H30 4.94842 -1.79191 0.87407  0.077
H31 3.47991 -2.41419 0.11833  0.079
H32 5.03041 -3.22279 -0.16847  0.080
H33 4.35378 -1.80628 -2.12475  0.127
H34 6.72191 -0.62808 -0.59424  0.078
H35 6.43706 -0.48286 -2.33130  0.076
H36 6.80631 -2.06518 -1.62439  0.077
H37 4.44998 0.32741 -0.30136  0.085
C15 3.04642 4.89976 -8.97024  -0.063
C16 3.24681 4.14252 -7.66634  -0.503
C17 3.03539 5.03561 -6.45577  -0.060
O4 4.54743 3.55193 -7.62888  -0.055
H38 3.76863 5.71802 -9.04715  0.078
H39 3.19858 4.23791 -9.82266  0.078
H40 2.04311 5.32292 -9.03203  0.080
H41 2.54916 3.30616 -7.62238  0.123
H42 3.75995 5.85623 -6.45712  0.080
H43 3.17899 4.46657 -5.53676  0.061
H44 2.03240 5.46357 -6.44496  0.085
H45 5.19092 4.26675 -7.66320  0.080
C18 0.12389 -2.34739 9.23260  -0.064
C19 0.31077 -1.47040 8.00354  -0.504
C20 1.77731 -1.19514 7.71694  -0.057
O5 -0.40599 -0.24648 8.16641  -0.056
H46 0.52867 -1.84651 10.11677  0.078
H47 -0.93484 -2.53574 9.40986  0.078
H48 0.63444 -3.30507 9.11906  0.078
H49 -0.13934 -1.95449 7.13517  0.129
H50 2.23709 -0.67949 8.56573  0.081
H51 1.88938 -0.56263 6.83724  0.082
H52 2.32464 -2.12294 7.54382  0.068
H53 -0.02995 0.21294 8.92356  0.082
C21 3.15145 -4.43076 5.23517  -0.063
C22 2.49760 -3.25590 4.52253  -0.505
C23 2.11039 -3.60418 3.09473  -0.052
O6 3.36280 -2.11914 4.54766  -0.059
H54 4.06905 -4.72273 4.71632  0.079
H55 3.41860 -4.15994 6.25751  0.068
H56 2.48686 -5.29520 5.26520  0.080
H57 1.60868 -2.94865 5.07666  0.126
H58 3.00523 -3.86982 2.52304  0.074
H59 1.64302 -2.75050 2.60522  0.084
H60 1.41636 -4.44401 3.05798  0.084
H61 4.15850 -2.35182 4.05882  0.079
C24 -6.81311 -5.52489 0.13738  -0.065
C25 -7.58181 -4.37565 -0.50099  -0.511
C26 -7.92503 -4.67184 -1.95480  -0.066
O7 -6.84863 -3.16555 -0.39907  -0.077
H62 -5.86832 -5.67832 -0.39003  0.082
H63 -6.58131 -5.29454 1.17751  0.075
H64 -7.38423 -6.45564 0.10180  0.071
H65 -8.50354 -4.20246 0.06120  0.130
H66 -7.00816 -4.79827 -2.53562  0.071
H67 -8.47939 -3.83991 -2.38928  0.076
H68 -8.52489 -5.58079 -2.04592  0.071
H69 -6.02541 -3.30129 -0.89024  0.010
C27 4.72265 3.68210 -2.67066  -0.058
C28 4.81653 5.18580 -2.46863  -0.502
C29 6.05319 5.76607 -3.13883  -0.064
O8 4.80538 5.50479 -1.07699  -0.052
H70 5.58557 3.18050 -2.22234  0.080
H71 3.82860 3.28628 -2.18970  0.081
H72 4.69053 3.42182 -3.73006  0.070
H73 3.92637 5.66535 -2.87836  0.135
H74 6.95711 5.32595 -2.70791  0.079
H75 6.10110 6.84473 -2.98723  0.077
H76 6.05264 5.56245 -4.21085  0.071
H77 5.57532 5.08781 -0.67797  0.082

Cartesian forces (eV/Å) of the 3 atoms listed first:
-0.2 -0.1 0.0
-0.1 0.2 0.2
-0.2 0.2 -0.2

Total charge: -1
Highest occupied orbital energy, eV: -4.60

---

A molecular structure, C29H77O10Zn at a distorted geometry. Source: the OMol25 dataset; level of theory: wB97M-V/def2-TZVPD.

Each line ends with the Löwdin charge.
Element x y z (Å)
Zn1 -1.47426 -2.34786 2.16789  1.118
C1 -0.80274 -0.48186 -1.25094  -0.070
C2 -0.41427 -0.26033 0.20267  -0.333
O1 -1.40939 -0.76190 1.09920  -0.365
H1 -1.85090 -0.24145 -1.43162  0.076
H2 -0.58936 -1.50976 -1.53400  0.052
H3 -0.21280 0.21005 -1.85301  0.045
H4 -0.09343 0.76080 0.41936  0.101
H5 0.44727 -0.91549 0.37554  0.083
C3 4.45560 0.01033 -3.84436  -0.040
C4 4.09215 -0.09673 -2.37189  -0.473
C5 2.60769 0.05883 -2.16691  -0.058
O2 4.51568 -1.41227 -1.96469  -0.071
H6 3.84663 -0.68668 -4.42548  0.083
H7 5.49261 -0.25647 -4.03221  0.083
H8 4.19715 1.01492 -4.18301  0.070
H9 4.68861 0.56977 -1.73956  0.133
H10 2.03847 -0.59999 -2.82168  0.077
H11 2.38193 1.11982 -2.30765  0.058
H12 2.27759 -0.09010 -1.13142  0.058
H13 4.58855 -1.38330 -1.00311  0.025
C6 -4.66138 -0.72484 -0.21110  -0.044
C7 -5.12844 -0.57309 1.22961  -0.473
C8 -6.37057 0.28702 1.33322  -0.039
O3 -5.38557 -1.87833 1.80433  -0.071
H14 -5.48457 -0.72939 -0.92364  0.089
H15 -3.99216 -1.58519 -0.27324  0.062
H16 -4.06311 0.13309 -0.53358  0.075
H17 -4.35624 -0.21807 1.92066  0.111
H18 -7.16036 -0.03595 0.65566  0.088
H19 -6.07280 1.28993 1.02393  0.088
H20 -6.74498 0.26491 2.35501  0.084
H21 -4.67620 -2.49377 1.60335  0.051
C9 1.91374 4.44720 1.92253  -0.060
C10 3.22885 3.68421 1.79846  -0.486
C11 3.19785 2.90039 0.45564  -0.055
O4 4.31552 4.57699 1.82788  -0.026
H22 1.08173 3.81867 2.23866  0.050
H23 1.69598 5.16368 1.12762  0.087
H24 2.00134 5.15408 2.76017  0.085
H25 3.25216 2.85030 2.50086  0.129
H26 4.03400 2.19986 0.47372  0.071
H27 3.31554 3.57456 -0.39393  0.075
H28 2.24258 2.37315 0.47540  0.066
H29 4.26030 5.13980 1.04970  0.094
C12 -3.65265 -2.98237 4.85815  -0.054
C13 -3.25271 -1.52442 4.86015  -0.425
C14 -2.59719 -1.17302 6.17666  -0.029
O5 -2.31554 -1.36659 3.75825  -0.142
H30 -4.11025 -3.36076 3.93992  0.074
H31 -4.45430 -3.13780 5.58493  0.102
H32 -2.84875 -3.64407 5.19304  0.091
H33 -4.15988 -0.95551 4.65276  0.156
H34 -3.31739 -1.29718 6.98951  0.100
H35 -2.47332 -0.08752 6.24772  0.086
H36 -1.68750 -1.72521 6.39228  0.095
H37 -2.17571 -0.39450 3.68280  0.069
C15 -1.00167 -4.03986 -0.75530  -0.061
C16 -0.73422 -5.46104 -0.29115  -0.451
C17 0.72334 -5.89499 -0.39498  -0.032
O6 -1.11113 -5.52045 1.10552  -0.070
H38 -0.48238 -3.28083 -0.15710  0.046
H39 -2.08897 -3.96521 -0.77018  0.092
H40 -0.60983 -3.95851 -1.77304  0.093
H41 -1.43499 -6.13681 -0.77850  0.151
H42 1.30953 -5.23175 0.24596  0.081
H43 1.02446 -5.83850 -1.44168  0.092
H44 0.90285 -6.91976 -0.07603  0.089
H45 -0.49621 -5.01956 1.65253  0.052
C18 0.39365 3.42743 -2.86561  -0.055
C19 1.14456 3.41624 -4.20947  -0.448
C20 1.15489 4.76516 -4.91360  -0.049
O7 2.49480 3.05612 -3.83160  -0.078
H46 0.39945 2.38201 -2.54298  0.046
H47 -0.65031 3.74489 -2.84393  0.083
H48 0.91916 4.00042 -2.09650  0.074
H49 0.78840 2.60416 -4.84041  0.123
H50 0.12691 4.93301 -5.24960  0.082
H51 1.77870 4.71437 -5.80397  0.082
H52 1.44841 5.58431 -4.25981  0.083
H53 2.63136 3.52325 -3.00168  0.062
C21 -0.80661 0.07216 -4.98088  -0.060
C22 -1.18087 -1.41984 -4.80257  -0.475
C23 -2.19685 -1.77136 -5.88141  -0.067
O8 -0.03457 -2.20674 -5.13213  -0.041
H54 -0.34641 0.39600 -4.04466  0.040
H55 -1.65443 0.70498 -5.24711  0.082
H56 -0.08127 0.21522 -5.78254  0.088
H57 -1.61094 -1.45796 -3.79868  0.114
H58 -1.85095 -1.44164 -6.86610  0.088
H59 -3.07595 -1.12025 -5.82558  0.079
H60 -2.48077 -2.81879 -5.94287  0.078
H61 0.49398 -2.26834 -4.32823  0.077
C24 -1.86984 3.14482 1.58610  -0.045
C25 -1.48006 2.46012 2.89470  -0.449
C26 -1.93538 3.25876 4.12414  -0.027
O9 -2.19049 1.21340 2.93754  -0.103
H62 -1.32607 2.71045 0.74619  0.065
H63 -1.82049 4.23324 1.57252  0.086
H64 -2.94111 2.96658 1.44979  0.091
H65 -0.39398 2.32902 2.94423  0.120
H66 -1.21872 3.76144 4.77049  0.081
H67 -2.60278 2.64633 4.72782  0.075
H68 -2.51144 4.09051 3.70893  0.076
H69 -1.90654 0.70989 2.14904  0.042
C27 4.82247 -0.54873 3.00214  -0.055
C28 5.06095 -1.56838 1.90437  -0.462
C29 3.75664 -2.20663 1.39651  -0.055
O10 5.55041 -0.82889 0.77989  -0.067
H70 4.11342 0.23902 2.75988  0.071
H71 5.79530 -0.11669 3.25743  0.085
H72 4.54059 -1.03791 3.94049  0.082
H73 5.71239 -2.38935 2.21271  0.141
H74 3.46068 -2.88400 2.20343  0.078
H75 4.04101 -2.89139 0.59586  0.083
H76 3.03705 -1.44090 1.11975  0.068
H77 6.32006 -0.28883 0.98169  0.102

Cartesian forces (eV/Å) of the 3 atoms listed first:
-0.8 2.3 -0.4
0.0 0.8 0.2
0.6 -2.1 -0.2

Total charge: +1
Highest occupied orbital energy, eV: -11.45

---

A molecular structure, C29H81MgN13O14 at a distorted geometry. Source: the OMol25 dataset; level of theory: wB97M-V/def2-TZVPD.

Each line ends with the Löwdin charge.
Element x y z (Å)
Mg1 -2.69827 1.03964 1.79824  0.723
C1 0.83580 1.48600 0.48460  -0.064
C2 0.27412 0.12725 1.04159  -0.405
O1 -0.82711 0.24413 1.90149  -0.354
H1 1.22289 2.13326 1.27158  0.070
H2 -0.05306 1.89767 0.00652  0.042
H3 1.57624 1.41543 -0.31219  0.047
H4 1.04006 -0.39920 1.61104  0.050
H5 0.05803 -0.54017 0.20736  0.086
C3 -2.79267 1.47758 -2.47090  -0.126
C4 -3.09793 2.39739 -1.33034  -0.425
O2 -2.68367 1.91193 -0.05983  -0.363
H6 -1.75678 1.17260 -2.61930  0.066
H7 -3.14383 1.93571 -3.39550  0.068
H8 -3.48598 0.64096 -2.38450  0.055
H9 -4.14300 2.68879 -1.43528  0.099
H10 -2.53479 3.31008 -1.52518  0.077
C5 -1.70380 3.93119 2.85180  -0.769
O3 -1.98762 2.81710 2.80852  0.067
N1 -1.49383 4.68971 3.91194  0.188
N2 -1.72306 4.66759 1.76176  0.200
H11 -1.30129 4.30453 4.82554  0.108
H12 -1.15993 5.62032 3.70557  0.115
H13 -1.78377 4.22969 0.85365  0.110
H14 -1.56160 5.66446 1.77865  0.116
C6 -1.28043 -3.03059 4.03708  -0.762
O4 -1.23548 -4.24134 4.26628  0.006
N3 -2.35993 -2.34916 3.69747  0.186
N4 -0.24374 -2.28392 3.88205  0.194
H15 -2.29300 -1.43819 3.26648  0.058
H16 -3.21219 -2.81033 3.98223  0.116
H17 -0.41517 -1.41923 3.38908  0.081
H18 0.66197 -2.71767 3.77415  0.066
C7 1.78140 1.38053 4.74770  -0.789
O5 2.33871 1.70354 5.79948  0.013
N5 0.70927 1.89345 4.27756  0.203
N6 2.28058 0.55899 3.88829  0.186
H19 0.23677 2.52362 4.90981  0.107
H20 0.38399 1.56682 3.37889  0.078
H21 1.65415 0.25507 3.15665  0.066
H22 3.19023 0.12969 3.97976  0.092
C8 -3.96297 -1.54139 0.56205  -0.644
O6 -3.55794 -0.59104 1.25058  -0.022
N7 -3.45135 -1.79935 -0.64116  0.213
N8 -4.87356 -2.41176 0.89432  0.194
H23 -3.65766 -2.76161 -0.86830  0.108
H24 -2.70967 -1.24788 -1.04847  0.119
H25 -5.49274 -2.09167 1.62526  0.130
H26 -5.27112 -3.00463 0.17980  0.127
C9 -3.18908 0.34390 5.17125  -0.631
O7 -2.94788 0.42116 3.92869  -0.047
N9 -2.77816 1.17364 6.11254  0.190
N10 -4.05407 -0.48569 5.70175  0.187
H27 -2.08044 1.88263 5.93752  0.113
H28 -2.89749 0.85654 7.06401  0.116
H29 -4.51943 -1.14756 5.09724  0.126
H30 -4.05154 -0.40966 6.70888  0.120
C10 3.25175 -0.85628 -1.47673  -0.084
C11 3.39245 -1.13082 -3.01460  -0.287
O8 3.14103 -2.51770 -3.21094  -0.078
H31 4.05486 -1.32497 -0.90799  0.050
H32 2.28740 -1.24767 -1.15278  0.066
H33 3.24123 0.21399 -1.27058  0.061
H34 4.34961 -0.69486 -3.30073  0.106
H35 2.60796 -0.59196 -3.54594  0.108
H36 2.91413 -2.68753 -4.12815  0.082
C12 4.39175 -0.11052 1.73897  -0.105
O9 4.38304 -1.30597 2.46388  -0.214
C13 4.02086 -2.49176 1.72736  -0.161
C14 3.73176 -3.55625 2.78196  -0.096
N11 2.88934 -3.00368 3.84045  0.187
C15 2.57555 -3.93568 4.96399  -0.067
C16 2.53222 -3.09478 6.29592  -0.184
O10 3.89456 -2.86015 6.63867  -0.152
C17 3.94811 -2.29676 7.92294  -0.107
H37 4.62889 0.68484 2.44556  0.100
H38 3.47583 0.11231 1.19167  0.071
H39 5.18371 -0.19740 0.99509  0.097
H40 4.93512 -2.78957 1.21401  0.138
H41 3.24209 -2.36913 0.97463  0.117
H42 4.67934 -3.88568 3.20818  0.163
H43 3.27286 -4.38888 2.24881  0.151
H44 3.28007 -2.13105 4.16596  0.130
H45 3.32806 -4.72368 4.93411  0.145
H46 1.63526 -4.45983 4.79303  0.135
H47 1.85691 -3.62136 6.97030  0.137
H48 1.94669 -2.20792 6.05355  0.119
H49 4.87958 -1.86459 8.28857  0.096
H50 3.76948 -3.06882 8.67134  0.095
H51 3.26166 -1.46571 8.08496  0.097
C18 0.84917 4.23947 -1.66566  -0.109
O11 0.33265 4.83510 -2.81349  -0.173
C19 -0.16987 4.03409 -3.83654  -0.239
C20 -0.86514 4.88280 -4.88205  -0.206
N12 0.06176 5.67709 -5.71280  -0.046
C21 -0.74523 6.53661 -6.55265  -0.225
C22 0.09169 7.69895 -7.23684  -0.184
O12 0.61555 8.61175 -6.29327  -0.190
C23 -0.25759 9.31900 -5.53890  -0.158
H52 1.82698 3.79461 -1.85031  0.085
H53 0.21418 3.41676 -1.33697  0.056
H54 0.98272 4.98654 -0.88325  0.092
H55 -0.87191 3.25504 -3.53936  0.097
H56 0.63037 3.54082 -4.38825  0.124
H57 -1.48610 5.57473 -4.31306  0.116
H58 -1.48324 4.21816 -5.48563  0.124
H59 0.63077 6.28566 -5.14187  0.105
H60 -1.55477 7.03883 -6.02302  0.100
H61 -1.09842 5.94568 -7.39773  0.116
H62 -0.51251 8.17874 -8.00680  0.114
H63 0.94441 7.29545 -7.78287  0.119
H64 0.31356 10.12314 -5.07495  0.093
H65 -0.55541 8.69755 -4.69438  0.083
H66 -1.10867 9.73974 -6.07438  0.097
C24 -0.39474 -4.00951 0.69676  -0.079
O13 -0.03138 -4.96136 -0.35880  -0.183
C25 -0.99784 -4.81318 -1.44732  -0.212
C26 -0.39886 -5.51964 -2.68889  -0.186
N13 -1.11937 -5.16813 -3.94740  -0.076
C27 -0.64830 -5.94297 -5.04108  -0.231
C28 -1.22288 -5.33677 -6.35304  -0.213
O14 -0.71546 -4.04577 -6.68334  -0.189
C29 -1.17723 -3.49104 -7.90374  -0.111
H67 -1.21615 -4.39081 1.30337  0.088
H68 -0.60064 -3.04535 0.23192  0.066
H69 0.44107 -3.82348 1.37123  0.059
H70 -1.12629 -3.77854 -1.76532  0.097
H71 -2.00600 -5.18236 -1.25911  0.117
H72 -0.40293 -6.59242 -2.49594  0.119
H73 0.64721 -5.21763 -2.74024  0.114
H74 -0.94936 -4.19824 -4.17215  0.102
H75 -0.95341 -6.96175 -4.80209  0.124
H76 0.43728 -5.92250 -5.13697  0.115
H77 -2.30965 -5.35234 -6.27062  0.117
H78 -1.04860 -6.05501 -7.15420  0.115
H79 -0.66660 -2.53662 -8.03189  0.088
H80 -2.25581 -3.43693 -8.05152  0.088
H81 -0.82938 -4.04467 -8.77586  0.081

Cartesian forces (eV/Å) of the 3 atoms listed first:
2.0 1.0 -1.0
-1.1 -1.0 0.1
-0.4 0.6 0.4

Total charge: +1
Highest occupied orbital energy (spin up / spin down), eV: -9.49 / -9.49
2S+1: 2